14
Properties=species:S:1:pos:R:3 method="wB97M-V/def2-TZVPD" multiplicity=3 e_above_lowest_kcal_mol=110.3 s_squared=2.015 homo_ev="-8.3 / -10.4"
C -0.028 1.316 0.471
C 0.773 -1.300 -0.305
C 1.549 0.004 -0.571
C -0.955 0.299 0.859
N 1.013 1.272 -0.237
N -1.903 -0.087 -0.082
O -2.679 -0.945 0.307
O -1.919 0.413 -1.162
H -0.233 2.291 0.886
H -0.038 -1.684 -0.986
H 1.270 -1.847 0.627
H 2.544 -0.048 -0.068
H 1.903 0.043 -1.711
H -1.297 0.273 1.972



15
Properties=species:S:1:pos:R:3 method="wB97M-V/def2-TZVPD" smiles="N[C@@H]1CC(=O)N(O)C1=O" e_above_lowest_kcal_mol=54.8 homo_ev=-9.8
N -2.155 -0.621 -0.101
C -0.706 -0.659 -0.267
C 0.084 -0.627 1.034
C 1.319 0.033 0.501
O 2.453 -0.113 0.938
N 0.960 0.929 -0.477
O 1.845 1.887 -0.972
C -0.213 0.637 -1.079
O -0.794 1.162 -2.006
H -2.508 0.298 0.164
H -2.486 -1.289 0.590
H -0.431 -1.540 -0.858
H 0.294 -1.626 1.420
H -0.374 -0.001 1.806
H 2.712 1.532 -0.694